Entry from the Open Molecules 2025 dataset: C50H95BF9Hg2N5O16PS as an isolated structure at a distorted geometry (ωB97M-V/def2-TZVPD).

Orbital gap = 1.10 eV
Electronic energy = -147186.8834 eV
Charge = +1
Energy above the lowest of the compared OMol25 structures with the same formula, charge and spin = 11.8 kcal per mole
LUMO energy = -8.9 eV

Structure (XYZ):
```
180
Properties=species:S:1:pos:R:3:mulliken_charge:R:1
Hg 6.687 -2.173 0.357 0.672
Hg 3.628 4.294 3.305 0.506
O 3.413 -3.320 11.159 -0.559
C 3.024 -3.029 10.046 0.609
O 3.769 -2.392 9.119 -0.474
B 3.011 -2.201 7.865 0.903
O 1.631 -2.602 8.251 -0.418
C 1.600 -2.999 9.601 0.550
O 0.652 -3.295 10.316 -0.568
O 3.682 -3.007 6.776 -0.430
C 3.947 -2.218 5.778 0.639
O 4.484 -2.513 4.649 -0.617
C 3.425 -0.742 6.175 0.738
O 3.021 -0.794 7.336 -0.450
O 3.576 0.311 5.500 -0.672
P 8.253 1.753 -1.594 1.151
F 6.861 1.834 -0.666 -0.376
F 7.621 0.569 -2.510 -0.352
F 7.733 2.875 -2.691 -0.360
F 9.659 1.632 -2.375 -0.342
F 8.898 2.871 -0.606 -0.350
F 8.613 0.528 -0.580 -0.358
C 1.002 0.522 -1.370 0.580
F 1.567 1.311 -2.282 -0.205
F -0.257 0.901 -1.052 -0.195
F 1.016 -0.620 -1.969 -0.214
S 2.092 0.355 0.193 1.140
O 1.192 -0.233 1.225 -0.538
O 3.268 -0.515 -0.125 -0.523
O 2.476 1.741 0.567 -0.489
C -9.716 -1.669 -4.349 -2.005
C -8.770 -2.360 -3.395 1.580
C -7.377 -2.295 -4.011 -0.999
C -6.240 -2.296 -3.098 -0.807
C -6.302 -1.213 -2.029 -0.933
C -7.679 -1.322 -1.244 1.252
N -8.786 -1.530 -2.171 0.240
O -10.032 -1.675 -1.497 -0.445
C -7.560 -2.415 -0.128 -1.660
C -7.928 0.010 -0.549 -1.864
C -9.182 -3.843 -3.075 -1.674
H -10.788 -1.622 -4.154 0.380
H -9.526 -1.956 -5.383 0.420
H -9.487 -0.609 -4.458 0.463
H -7.342 -3.235 -4.562 0.366
H -7.256 -1.448 -4.685 0.407
H -5.336 -2.139 -3.686 0.355
H -6.111 -3.295 -2.682 0.377
H -6.228 -0.303 -2.624 0.335
H -5.414 -1.322 -1.407 0.475
H -6.738 -2.255 0.570 0.426
H -8.438 -2.231 0.492 0.497
H -7.677 -3.402 -0.576 0.279
H -7.093 0.445 0.000 0.377
H -8.180 0.734 -1.324 0.459
H -8.773 0.080 0.136 0.357
H -9.286 -4.388 -4.013 0.446
H -10.101 -4.005 -2.512 0.359
H -8.411 -4.307 -2.459 0.377
H -9.944 -2.415 -0.893 0.336
C 7.223 7.701 -0.481 -1.614
C 5.924 8.541 -0.017 1.774
C 5.849 9.995 -0.478 -1.185
C 5.075 10.293 -1.732 -0.797
C 3.811 9.454 -1.807 -1.149
C 4.063 7.875 -1.673 1.544
N 4.682 7.716 -0.323 0.061
O 4.873 6.343 0.073 -0.258
C 2.708 7.257 -1.689 -2.003
C 4.723 7.190 -2.876 -1.585
C 5.963 8.712 1.518 -1.954
H 7.056 7.168 -1.417 0.401
H 7.396 6.952 0.292 0.445
H 8.112 8.287 -0.713 0.354
H 5.433 10.604 0.325 0.480
H 6.873 10.334 -0.632 0.299
H 5.747 10.265 -2.590 0.385
H 4.968 11.377 -1.762 0.406
H 3.236 9.570 -2.726 0.419
H 3.291 9.711 -0.885 0.379
H 2.030 7.479 -0.865 0.238
H 2.220 7.643 -2.584 0.478
H 2.819 6.176 -1.772 0.497
H 4.048 6.814 -3.644 0.389
H 5.444 7.868 -3.334 0.378
H 5.291 6.298 -2.614 0.380
H 4.971 8.930 1.913 0.478
H 6.662 9.485 1.838 0.417
H 6.297 7.819 2.047 0.356
H 5.564 6.160 -0.567 0.383
C -2.069 -5.214 3.167 -1.896
C -1.590 -6.119 4.295 1.877
C -2.401 -5.794 5.534 -1.318
C -2.198 -6.640 6.785 -0.722
C -2.336 -8.107 6.323 -1.235
C -1.391 -8.473 5.138 1.750
N -1.682 -7.498 4.093 0.234
O -1.205 -7.837 2.876 -0.355
C 0.180 -8.542 5.608 -1.399
C -1.783 -9.895 4.658 -2.231
C -0.123 -5.780 4.449 -2.019
H -3.065 -5.414 2.772 0.444
H -1.471 -5.368 2.268 0.429
H -2.038 -4.180 3.512 0.435
H -2.042 -4.833 5.902 0.392
H -3.445 -5.631 5.266 0.453
H -2.940 -6.344 7.527 0.402
H -1.284 -6.320 7.285 0.341
H -3.358 -8.155 5.946 0.413
H -2.127 -8.787 7.149 0.469
H 0.265 -8.034 6.569 0.313
H 0.589 -9.548 5.702 0.378
H 0.798 -8.104 4.825 0.322
H -2.090 -10.631 5.400 0.388
H -2.704 -9.973 4.080 0.527
H -0.979 -10.342 4.074 0.541
H 0.149 -4.763 4.165 0.460
H 0.532 -6.348 3.788 0.401
H 0.302 -5.945 5.439 0.376
H -1.736 -8.637 2.876 0.473
C 0.102 -4.264 -6.828 -1.942
C 1.116 -5.082 -7.672 1.820
C 0.295 -5.723 -8.841 -1.087
C 1.184 -6.279 -9.993 -0.788
C 2.111 -5.213 -10.515 -0.985
C 2.933 -4.534 -9.395 1.240
N 2.097 -4.111 -8.233 0.189
O 2.850 -3.402 -7.311 -0.407
C 4.106 -5.392 -8.963 -1.639
C 3.545 -3.231 -10.032 -1.836
C 1.746 -6.145 -6.726 -1.739
H -0.614 -4.936 -6.354 0.439
H -0.443 -3.573 -7.471 0.471
H 0.519 -3.518 -6.151 0.405
H 0.023 -6.734 -8.539 0.367
H -0.636 -5.264 -9.172 0.409
H 0.548 -6.599 -10.818 0.407
H 1.913 -7.015 -9.655 0.285
H 1.574 -4.512 -11.153 0.394
H 2.828 -5.774 -11.115 0.383
H 3.856 -6.148 -8.219 0.332
H 4.741 -5.752 -9.773 0.418
H 4.696 -4.820 -8.247 0.420
H 4.110 -2.686 -9.276 0.435
H 4.254 -3.457 -10.828 0.410
H 2.808 -2.515 -10.396 0.418
H 2.764 -5.798 -6.549 0.375
H 1.992 -7.124 -7.136 0.375
H 1.177 -6.310 -5.810 0.379
H 2.373 -2.580 -7.178 0.372
C -1.998 7.731 2.326 -1.594
C -0.993 7.287 3.478 1.364
C -1.504 7.839 4.870 -1.061
C -2.581 6.955 5.506 -0.743
C -2.188 5.555 5.600 -0.990
C -1.768 4.859 4.286 1.198
N -0.801 5.800 3.636 0.222
O 0.031 5.222 2.710 -0.201
C -1.094 3.527 4.637 -1.682
C -3.016 4.580 3.372 -1.394
C 0.368 7.918 3.286 -1.830
H -1.902 7.244 1.356 0.312
H -1.990 8.814 2.201 0.453
H -3.018 7.618 2.693 0.381
H -0.627 7.913 5.512 0.402
H -2.065 8.745 4.638 0.405
H -3.523 7.089 4.974 0.359
H -2.767 7.292 6.526 0.352
H -3.071 5.065 6.010 0.323
H -1.339 5.634 6.279 0.374
H -0.354 3.081 3.972 0.378
H -0.590 3.718 5.584 0.383
H -1.838 2.771 4.890 0.376
H -3.607 3.685 3.565 0.411
H -3.690 5.419 3.195 0.324
H -2.783 4.509 2.310 0.325
H 1.033 7.625 4.099 0.409
H 0.163 8.961 3.528 0.427
H 0.679 7.625 2.283 0.408
H -0.692 5.087 2.093 0.380
```